# 1
This record from OMol25 describes a structure of composition C15H34NO3P2V in a non-equilibrium geometry. The level of theory is ωB97M-V/def2-TZVPD.

Its expectation value of S² is 0.7883. The net charge is +1. The value obtained for the frontier orbital gap (alpha / beta) is 5.26 / 6.00 eV. The spin multiplicity is 2. As for the total energy: -2498.80414 Ha.

Each line ends with the Mulliken charge.
Positions of all 56 atoms, in Å:
1 C -0.776 0.949 -4.133  -1.1801
2 C -0.957 0.759 -2.735  1.1154
3 N -0.053 1.245 -1.822  0.1151
4 C 0.845 2.127 -2.235  0.7071
5 C 0.915 2.520 -3.570  -0.9306
6 C 0.103 1.935 -4.539  -0.4380
7 C -2.111 0.131 -2.215  -1.4849
8 P -2.351 -0.414 -0.570  1.3461
9 V -0.241 0.607 0.232  -0.3283
10 P 2.094 1.467 0.106  0.8849
11 C 1.810 2.664 -1.211  -1.0003
12 O -0.585 -4.217 -5.184  -0.6112
13 O 1.086 -5.840 -0.282  -0.6172
14 H -1.425 0.457 -4.844  0.4559
15 H 1.659 3.265 -3.827  0.4188
16 H 0.213 2.198 -5.593  0.4299
17 C -3.879 0.430 -0.137  -1.4111
18 C -2.714 -2.179 -0.362  -1.1431
19 H 2.773 2.833 -1.699  0.5181
20 H 1.427 3.580 -0.739  0.4249
21 H -1.391 -4.141 -4.690  0.3077
22 H -2.888 -0.254 -2.896  0.2787
23 C 2.537 2.395 1.593  -1.3527
24 C 3.666 0.622 -0.352  -1.4951
25 H 1.035 -0.850 0.137  -0.2163
26 H 0.469 -5.125 -0.078  0.3059
27 H 1.716 -5.544 -0.949  0.3150
28 H 0.103 -3.962 -4.522  0.3028
29 H -0.931 1.952 0.552  0.2133
30 H 1.824 -0.699 0.036  0.2946
31 H -4.697 0.016 -0.739  0.4412
32 H -4.045 0.322 0.943  0.3940
33 H -3.780 1.489 -0.399  0.3614
34 H -3.511 -2.447 -1.070  0.4264
35 H -1.819 -2.792 -0.542  0.2563
36 H -3.034 -2.360 0.676  0.3629
37 H 4.535 1.304 -0.392  0.4222
38 H 3.870 -0.181 0.376  0.4667
39 H 3.514 0.114 -1.317  0.4744
40 H 3.339 3.113 1.361  0.5086
41 H 1.642 2.920 1.956  0.3591
42 H 2.862 1.709 2.390  0.2656
43 C -1.094 1.018 3.861  -1.4139
44 C -0.166 -0.105 3.384  1.3809
45 C 1.197 -0.009 4.086  -1.5374
46 C -0.744 -1.485 3.733  -1.5673
47 O -0.044 0.055 1.994  -0.1223
48 H -1.225 0.966 4.947  0.4341
49 H -2.065 0.927 3.354  0.2626
50 H -0.654 1.986 3.584  0.3114
51 H 1.048 -0.189 5.160  0.4653
52 H 1.891 -0.773 3.711  0.3836
53 H 1.656 0.979 3.948  0.2980
54 H -1.710 -1.665 3.246  0.3059
55 H -0.051 -2.290 3.453  0.3885
56 H -0.886 -1.532 4.820  0.4462


# 2
This record from OMol25 describes an isolated molecule of C5H5FS2 in a non-equilibrium geometry. The level of theory is ωB97M-V/def2-TZVPD.

The value obtained for the frontier orbital gap is 8.03 eV. Its energy above the lowest of the compared OMol25 structures with the same formula, charge and spin is 21.4 kcal/mol. As for the total energy: -1089.69758 Ha.

Each line ends with the Mulliken charge.
Positions of all 13 atoms, in Å:
1 C -1.762 -0.062 1.051  -0.9215
2 C -0.951 0.307 0.059  0.2100
3 F -1.332 1.318 -0.769  -0.2650
4 C 0.373 -0.289 -0.280  0.5689
5 C 0.394 -1.548 -0.746  -0.8241
6 C 1.642 0.469 -0.060  0.2562
7 S 3.082 -0.264 0.197  -0.2659
8 S 1.597 2.219 -0.020  -0.1667
9 H -1.451 -0.839 1.684  0.3220
10 H -2.711 0.418 1.162  0.3058
11 H -0.523 -2.093 -0.923  0.3355
12 H 1.361 -2.033 -0.999  0.2505
13 H 0.282 2.397 -0.357  0.1942


# 3
This record from OMol25 describes an isolated molecule of C19H17F3N6O3S in a non-equilibrium geometry. The level of theory is ωB97M-V/def2-TZVPD.

The value obtained for the frontier orbital gap is 8.82 eV. Its energy above the lowest of the compared OMol25 structures with the same formula, charge and spin is 51.9 kcal/mol. As for the total energy: -1986.17712 Ha.

Each line ends with the Mulliken charge.
Positions of all 49 atoms, in Å:
1 O 1.157 -1.480 -4.474  -0.7124
2 C 1.083 -0.959 -3.332  0.2051
3 N 2.162 -1.204 -2.530  -0.1572
4 C 2.415 -0.814 -1.182  0.2799
5 C 2.472 0.550 -0.695  -0.8408
6 C 2.622 0.657 0.669  -0.3273
7 C 2.782 -0.392 1.607  -0.6792
8 C 2.791 -1.687 1.093  -0.0233
9 C 3.083 -2.819 2.037  0.8365
10 F 4.453 -3.146 1.804  -0.2716
11 F 2.986 -2.400 3.375  -0.2788
12 F 2.286 -3.842 1.870  -0.1997
13 C 2.561 -1.885 -0.268  -0.2457
14 N 0.106 0.038 -3.186  -0.0717
15 C -0.935 0.178 -2.163  0.5895
16 C -0.907 -0.749 -1.063  -0.3568
17 C -1.718 -0.519 0.036  -0.4789
18 S -1.585 -1.440 1.544  1.3345
19 O -0.758 -2.617 1.378  -0.6349
20 O -2.842 -1.625 2.278  -0.7322
21 N -0.782 -0.388 2.415  0.0179
22 C -1.411 0.215 3.682  -0.0513
23 C -0.564 1.145 4.548  -0.5015
24 C -0.789 -0.336 4.988  -0.5947
25 C -2.642 0.507 -0.068  -0.5584
26 N -2.714 1.377 -1.054  -0.5094
27 C -1.914 1.179 -2.102  0.0282
28 N -1.995 2.085 -3.160  0.1418
29 C -2.493 3.394 -3.100  -0.2683
30 C -2.508 3.875 -4.407  -0.3723
31 N -2.121 2.880 -5.295  -0.6088
32 C -1.901 1.849 -4.560  -0.0504
33 H 2.597 -2.075 -2.784  0.3001
34 H 2.508 1.409 -1.276  0.6563
35 H 2.552 1.642 1.158  0.3196
36 H 2.910 -0.045 2.621  0.5084
37 H 2.396 -2.915 -0.562  0.3550
38 H -0.259 0.166 -4.117  0.0766
39 H -0.153 -1.518 -1.049  0.9042
40 H 0.071 -0.938 2.591  -0.0029
41 H -2.502 0.357 3.834  0.3907
42 H 0.470 1.335 4.158  0.1378
43 H -0.979 1.905 5.167  0.2945
44 H 0.209 -0.773 5.031  0.2457
45 H -1.519 -0.610 5.870  0.2318
46 H -3.497 0.633 0.594  0.4998
47 H -2.759 4.022 -2.215  0.3370
48 H -2.814 4.896 -4.757  0.3474
49 H -1.610 0.882 -4.947  0.4902


# 4
This record from OMol25 describes an isolated molecule of C4H8N2O in a non-equilibrium geometry. The level of theory is ωB97M-V/def2-TZVPD.

The value obtained for the frontier orbital gap is 10.02 eV. Its energy above the lowest of the compared OMol25 structures with the same formula, charge and spin is 82.9 kcal/mol. As for the total energy: -341.87156 Ha.

Each line ends with the Mulliken charge.
Positions of all 15 atoms, in Å:
1 C -1.179 -1.331 1.444  -1.0659
2 N -0.471 -0.784 0.308  -0.3843
3 C -0.556 0.465 0.022  0.6772
4 O -1.167 1.416 0.785  -0.4833
5 N 0.056 0.984 -1.067  -0.4376
6 C 1.264 -0.192 -1.537  -0.3538
7 C 1.495 1.177 -1.083  -0.2315
8 H -0.969 -2.399 1.488  0.2722
9 H -0.872 -0.878 2.397  0.3722
10 H -2.269 -1.229 1.349  0.3435
11 H -1.781 0.988 1.395  0.3629
12 H 1.625 -1.034 -0.969  0.2163
13 H 1.031 -0.388 -2.574  0.2607
14 H 2.006 1.296 -0.129  0.2312
15 H 1.785 1.910 -1.830  0.2202